1.
C4H6O2Sn | ωB97M-V with the def2-TZVPD basis set

Element x y z (Å)
Sn -0.0252 1.2650 1.9442
O 1.3742 0.0008 2.3242
O -1.5308 1.8774 -1.4528
C 1.4459 -0.9321 1.3038
C -1.2714 0.5168 -1.1355
C 0.4567 -0.7088 0.1722
C -0.4138 0.3188 0.1264
H -0.8299 0.0555 -2.0393
H -2.2123 -0.0035 -0.7711
H 1.2855 -1.9674 1.6863
H 2.4648 -0.9625 0.8510
H -1.2664 2.0046 -2.3750
H 0.5226 -1.4647 -0.6345

Properties
Total charge   -1
Expectation value of S²   0.759
Frontier orbital gap (spin up / spin down)   0.144 / 0.242 hartree
HOMO energy (spin up / spin down)   -0.42 / -3.12 eV
2S+1   2

2.
CH4NO2 | ωB97M-V with the def2-TZVPD basis set

Element x y z (Å)
O 1.7357 -0.8054 0.4767
O 0.4375 -0.0705 -1.2111
N -1.3585 0.6073 0.9391
C 1.3937 -0.7213 -0.7093
H -2.2199 0.2606 0.5434
H -0.5435 0.3915 0.3350
H 2.0021 -1.2618 -1.4869
H -1.4471 1.5996 1.1129

Properties
Total charge   -1
Frontier orbital gap   0.325 hartree
HOMO energy   -4.06 eV

3.
C29H46BN8O2S3W | ωB97M-V with the def2-TZVPD basis set

Element x y z (Å)
W -0.1546 0.7110 -0.0808
S 0.4146 -2.8892 -2.8415
S 1.3022 0.7427 -2.2601
S 0.1529 3.2231 -0.7107
O 2.3561 -0.6303 -0.3495
O 1.0509 -3.4622 -1.6470
N 1.1301 1.4641 1.6029
N -1.6721 2.1124 2.3172
N -1.3070 -0.2624 2.6734
N -1.2532 -0.6510 1.3785
N 0.6582 1.3547 2.8589
N -0.5182 0.1474 5.3694
N -1.0021 1.1999 4.6766
N -1.7392 1.8994 0.9832
C 3.0385 -3.0479 -3.8942
C -1.9896 -1.1664 3.3937
C -3.1168 3.5701 1.5015
C 1.2632 2.3063 -2.9807
C -1.4090 2.1519 5.5496
C -0.6376 0.4167 6.6552
C 2.4022 1.8511 1.6737
C 1.2762 -2.0620 1.1584
C 1.2961 -0.8768 0.2044
C 3.8527 -2.5451 -2.7103
C -1.6078 -4.2602 -4.0984
C 1.7319 -2.2844 -3.9973
C 0.7274 4.7600 -2.9041
C -2.6096 2.7733 0.4711
C -0.1142 -4.3797 -3.8401
C 1.8535 2.4502 -4.3501
C -0.1806 -0.5383 7.7027
C -2.0394 -2.6485 0.0665
C -1.9296 -3.0282 -4.9371
C -1.2095 1.6911 6.8268
C -1.8885 -1.8236 1.2922
C 0.7497 3.3809 -2.3141
C 1.6356 1.6627 3.7326
C -2.9981 2.8827 -0.9611
C 3.2434 2.1376 0.4821
C 2.7656 1.9837 3.0192
C -2.5030 3.1161 2.6431
C -1.5675 0.0000 -1.6467
C -2.3716 -2.1832 2.5548
B -0.8353 1.1226 3.1670
H 3.6099 -2.9187 -4.8174
H -2.8870 -2.3002 -0.5193
H -3.0320 3.9336 -1.2425
H -2.9231 -3.0640 2.8122
H 0.8020 -1.8400 2.1110
H 2.8409 -4.1154 -3.7711
H 0.1216 -5.2461 -3.2239
H 0.7424 -2.8714 0.6661
H 0.2433 4.7595 -3.8802
H -2.1287 -4.1926 -3.1402
H 4.2295 2.4602 0.8063
H 2.3296 1.5214 -4.6471
H 1.8786 -1.2390 -3.7249
H 3.2940 -2.6997 -1.7924
H 0.4429 -4.4270 -4.7731
H 3.7199 2.2876 3.3987
H 1.4788 1.6384 4.7912
H 0.1978 5.4407 -2.2432
H -1.6075 0.6069 -2.5623
H -2.2243 -3.6796 0.3561
H -1.3497 -1.0054 -2.0163
H 1.0770 2.6963 -5.0750
H 4.0521 -1.4784 -2.8054
H -0.3388 -1.5631 7.3744
H -2.1326 -1.0502 4.4475
H -1.4354 -3.0839 -5.9048
H 2.7890 2.9274 -0.1198
H 2.5911 3.2508 -4.3636
H 4.7983 -3.0771 -2.6376
H -2.6264 3.4649 3.6432
H 0.8861 -0.4070 7.8862
H -1.9637 -5.1577 -4.6114
H -3.9899 2.4566 -1.1100
H -3.0009 -2.9522 -5.1050
H 1.2871 -2.3345 -4.9892
H 1.7425 5.1360 -3.0332
H -1.1464 -2.6007 -0.5486
H -2.2929 2.3644 -1.6002
H -1.4426 2.1931 7.7456
H -0.7151 -0.3669 8.6345
H -1.7951 3.1003 5.2485
H -3.8277 4.3654 1.4093
H 2.3015 -2.3937 1.3290
H -1.6007 -2.1262 -4.4279
H 3.3513 1.2486 -0.1387
H -2.5960 -0.0346 -1.2672

Properties
Expectation value of S²   0.797
Frontier orbital gap (spin up / spin down)   0.215 / 0.207 hartree
HOMO energy (spin up / spin down)   -6.71 / -6.64 eV
2S+1   2

4.
CH6NOS | ωB97M-V with the def2-TZVPD basis set

Element x y z (Å)
S 0.4215 1.1551 -2.0022
O 0.1292 0.2397 1.8214
N -0.9695 -1.5083 0.6752
C 0.0714 -1.1574 1.6301
H 1.1281 -1.5777 1.2098
H -1.5977 -0.7744 0.4134
H -0.4904 1.9886 -2.4234
H -0.4195 -1.9324 -0.0687
H 0.5048 0.6789 1.0258
H -0.1135 -1.5165 2.6253

Properties
Total charge   -1
Frontier orbital gap   0.249 hartree
HOMO energy   -2.78 eV

Total energy for every record listed, in sequence, given in Ha: -520.7322 -245.7950 -3007.7177 -569.8967.
Energy above the lowest of the compared OMol25 structures with the same formula, charge and spin for every record listed, in sequence, given in eV: 0.0000 0.0704 1.9904 0.8182.
Largest force on an atom for every record listed, in sequence, given in Eh/bohr: 0.09399 0.01369 0.07351 0.05142.